Entry P
DFT (ωB97M-V with the def2-TZVPD basis set) results for a gas-phase ion, C7H14N (charge +1).

```
22
Properties=species:S:1:pos:R:3
C -2.748 1.782 -2.120
C -1.521 2.103 -1.805
C -0.932 1.805 -0.496
C -0.126 0.743 -0.340
C 0.368 0.308 0.995
C 0.237 -1.136 1.279
C 1.368 -1.941 0.363
N 2.481 -2.409 1.418
H -3.280 2.022 -3.123
H -3.523 1.242 -1.496
H -0.909 2.709 -2.504
H -1.390 2.492 0.361
H 0.109 -0.004 -1.166
H 1.336 0.745 1.064
H -0.191 0.599 1.888
H 0.351 -1.552 2.271
H -0.766 -1.463 1.071
H 1.000 -2.849 -0.154
H 1.879 -1.334 -0.488
H 2.569 -3.441 1.329
H 2.166 -2.231 2.440
H 3.413 -2.052 1.321
```

SMILES string = C=C/C=C/CCC[NH3+]
HOMO energy = -12.199 eV
molar mass = 112.20 u
orbital gap = 8.43 eV
net charge = +1

Entry Q
DFT (ωB97M-V with the def2-TZVPD basis set) results for a gas-phase ion, C7H14N (charge +1).

```
22
Properties=species:S:1:pos:R:3
C 1.981 -0.734 0.508
C 0.472 -0.660 0.820
N -0.060 -1.913 0.105
C -0.210 0.654 0.445
C -1.120 1.296 1.505
C -1.080 0.553 -1.054
C -0.825 1.629 -2.047
C -0.333 0.441 -2.361
H 2.258 -1.189 -0.477
H 2.491 -1.380 1.197
H 2.408 0.355 0.512
H 0.440 -0.849 1.933
H 0.592 -2.698 -0.146
H -0.441 -1.583 -0.772
H -0.785 -2.354 0.679
H 0.653 1.388 0.391
H -2.036 0.789 1.617
H -0.454 1.312 2.357
H -1.280 2.213 0.907
H -2.069 0.269 -0.891
H -1.098 2.588 -2.357
H 0.496 -0.130 -2.870
```

SMILES string = C[C@H]([NH3+])[C@H](C)C1C=C1
HOMO energy = -12.931 eV
molar mass = 112.20 u
orbital gap = 9.53 eV
net charge = +1

Entry R
DFT (ωB97M-V with the def2-TZVPD basis set) results for a molecular structure, C7H14N.

```
22
Properties=species:S:1:pos:R:3
C 1.726 -1.847 -0.900
C 0.475 -1.911 -0.057
C 0.385 -0.652 0.850
C -1.014 -0.205 1.137
C -1.715 0.877 0.627
C -1.247 1.871 -0.201
C -1.867 3.168 -0.554
N 2.775 -1.529 -0.224
H 1.763 -2.572 -1.725
H 1.679 -0.561 -1.555
H -0.500 -1.926 -0.553
H 0.688 -2.803 0.542
H 0.931 -0.724 1.792
H -1.517 -0.620 2.012
H -2.758 0.910 0.935
H -0.175 1.774 -0.437
H -1.703 3.132 -1.660
H -2.970 3.030 -0.488
H -1.526 4.029 0.002
H 0.781 0.184 0.268
H 3.592 -1.808 -0.772
H 1.666 -0.016 -2.150
```

HOMO energy = -13.451 eV
molar mass = 112.20 u
orbital gap = 6.83 eV
net charge = +1

Entry S
DFT (ωB97M-V with the def2-TZVPD basis set) results for a gas-phase ion, C7H14N (charge +1).

```
22
Properties=species:S:1:pos:R:3
C 2.736 1.267 0.657
C 1.735 0.562 0.177
C 0.991 -0.693 0.589
C -0.160 -0.309 -0.384
C -0.651 -1.421 -1.300
N -1.289 0.503 0.199
C -2.265 -0.185 1.066
C 0.792 0.880 -1.005
H 3.076 2.096 0.213
H 3.336 1.021 1.616
H 1.374 -1.580 0.275
H 0.869 -0.834 1.718
H -1.356 -1.025 -2.051
H -0.947 -2.136 -0.651
H 0.225 -1.644 -1.979
H -0.891 1.228 0.720
H -1.714 0.885 -0.554
H -2.504 -1.237 0.541
H -1.962 -0.547 2.013
H -3.095 0.361 1.116
H 0.456 1.944 -1.046
H 1.245 0.865 -1.930
```

SMILES string = C=C1CC(C)([NH2+]C)C1
HOMO energy = -13.313 eV
molar mass = 112.20 u
orbital gap = 10.24 eV
net charge = +1

Computed stability ranking, most favorable first: entry S, entry P, entry Q, entry R

Entry P
DFT (ωB97M-V with the def2-TZVPD basis set) results for a gas-phase ion, C7H14N (charge +1).

```
22
Properties=species:S:1:pos:R:3
C 1.429 -3.188 -1.204
C 1.484 -2.239 -0.287
C 0.821 -0.961 -0.631
C 1.615 -0.204 -1.313
C -0.421 -0.451 -0.119
C -0.250 0.544 1.191
C -1.528 1.422 1.178
N -1.480 2.844 0.519
H 1.354 -3.052 -2.265
H 1.798 -4.265 -1.129
H 1.800 -2.473 0.721
H 2.366 -0.649 -1.833
H 1.476 0.811 -1.347
H -0.962 0.101 -0.985
H -1.308 -1.094 0.257
H 0.662 1.049 1.095
H -0.114 0.039 2.090
H -1.992 1.561 2.276
H -2.356 0.777 0.806
H -2.040 3.411 1.072
H -1.889 2.850 -0.478
H -0.465 3.168 0.384
```

SMILES string = C=CC(=C)CCC[NH3+]
HOMO energy = -11.860 eV
molar mass = 112.20 u
orbital gap = 7.94 eV
net charge = +1

Entry Q
DFT (ωB97M-V with the def2-TZVPD basis set) results for a gas-phase ion, C7H14N (charge +1).

```
22
Properties=species:S:1:pos:R:3
C -2.682 0.844 0.447
C -1.285 0.445 0.208
C -0.536 -0.695 0.013
C -0.699 -2.185 0.117
C 0.843 0.189 -0.082
C 2.033 0.014 0.877
N 1.459 0.229 -1.483
C -0.039 1.369 0.160
H -3.196 -0.029 0.833
H -3.022 1.334 -0.439
H -2.699 1.535 1.253
H 0.407 -2.572 0.068
H -1.271 -2.784 -0.734
H -1.322 -2.399 0.968
H 2.856 0.627 0.725
H 2.412 -0.983 0.677
H 1.779 0.284 1.910
H 1.967 1.034 -1.641
H 0.832 0.276 -2.300
H 2.039 -0.622 -1.817
H -0.128 2.171 -0.770
H 0.253 1.919 1.007
```

SMILES string = CC1=C(C)[C@@](C)([NH3+])C1
HOMO energy = -12.944 eV
molar mass = 112.20 u
orbital gap = 9.42 eV
net charge = +1

Computed stability ranking, most favorable first: entry Q, entry P

Entry P
DFT (ωB97M-V with the def2-TZVPD basis set) results for a gas-phase ion, C7H16N (charge +1).

```
24
Properties=species:S:1:pos:R:3
C -2.652 0.344 0.400
C -1.461 0.511 -0.620
C -0.315 -0.330 -0.168
C -0.520 -1.866 -0.283
N 0.284 0.179 1.141
C 1.242 0.227 0.012
C 2.321 -0.783 0.044
C 1.553 1.587 -0.530
H -3.444 0.037 -0.194
H -2.984 1.357 0.857
H -2.611 -0.354 1.178
H -1.379 1.687 -0.673
H -1.706 0.247 -1.655
H -0.556 -2.011 -1.350
H -1.496 -2.231 0.209
H 0.350 -2.446 0.215
H 0.491 -0.286 2.028
H -0.084 1.153 1.440
H 3.205 -0.169 0.224
H 2.465 -1.239 -0.857
H 2.237 -1.495 0.793
H 2.122 2.206 0.086
H 0.720 2.120 -0.784
H 2.219 1.554 -1.513
```

SMILES string = CC[C@]1(C)[NH2+]C1(C)C
HOMO energy = -14.509 eV
molar mass = 114.21 u
orbital gap = 11.49 eV
net charge = +1

Entry Q
DFT (ωB97M-V with the def2-TZVPD basis set) results for a gas-phase ion, C7H16N (charge +1).

```
24
Properties=species:S:1:pos:R:3
C -0.348 -0.966 2.831
C -0.162 -0.335 1.474
C 0.447 -0.980 0.482
C 0.980 -2.362 0.638
C 0.673 -0.320 -0.892
C -0.573 0.214 -1.617
C -1.059 1.611 -1.210
N 0.066 2.622 -1.438
H 0.594 -1.164 3.340
H -0.850 -0.282 3.526
H -1.008 -1.821 2.710
H -0.477 0.698 1.356
H 0.203 -3.108 0.787
H 1.610 -2.434 1.502
H 1.522 -2.790 -0.205
H 1.460 0.426 -0.818
H 1.024 -1.134 -1.525
H -0.395 0.241 -2.696
H -1.425 -0.438 -1.402
H -1.883 1.895 -1.838
H -1.247 1.632 -0.144
H 0.433 2.478 -2.386
H 0.794 2.474 -0.737
H -0.255 3.583 -1.345
```

SMILES string = C/C=C(\C)CCC[NH3+]
HOMO energy = -12.303 eV
molar mass = 114.21 u
orbital gap = 8.64 eV
net charge = +1

Computed stability ranking, most favorable first: entry Q, entry P

Entry P
DFT (ωB97M-V with the def2-TZVPD basis set) results for 2 unconnected molecules or ions with the total composition C7H16N.

```
24
Properties=species:S:1:pos:R:3
C 2.104 0.606 -0.245
C 0.932 -0.295 0.009
C -0.332 0.279 0.461
C -0.309 -0.323 -1.000
C -1.014 -1.540 -1.092
C -2.311 -1.792 -0.439
C -0.238 0.739 -2.114
N 1.049 1.356 3.136
H 2.823 0.550 0.573
H 1.786 1.641 -0.310
H 2.607 0.337 -1.178
H 1.189 -1.279 0.385
H -0.956 -0.341 1.081
H -0.549 1.337 0.494
H -0.797 -2.222 -1.919
H -2.263 -2.156 0.589
H -2.827 -2.571 -0.998
H -2.893 -0.872 -0.464
H -0.415 1.704 -1.650
H 0.722 0.720 -2.610
H -1.018 0.554 -2.852
H 0.441 0.677 2.707
H 1.727 0.882 3.715
H 0.541 2.009 3.721
```

HOMO energy = -12.907 eV
molar mass = 114.21 u
orbital gap = 6.39 eV
net charge = +1

Entry Q
DFT (ωB97M-V with the def2-TZVPD basis set) results for a molecular structure, C7H16N.

```
24
Properties=species:S:1:pos:R:3
C -1.320 1.221 -1.395
C -0.997 0.720 -0.023
C -1.148 -0.811 0.069
C -0.094 -1.458 -0.750
C 3.071 0.204 0.569
C 1.701 -0.310 0.589
C 1.197 -1.079 -0.488
N -1.813 1.314 1.246
H -0.565 0.746 -2.084
H -2.308 0.841 -1.664
H -1.263 2.260 -1.567
H 0.051 0.959 0.115
H -2.110 -1.143 -0.261
H -1.166 -0.913 1.198
H -0.430 -2.519 -0.976
H -0.577 -3.228 -1.187
H 3.745 -0.593 0.214
H 3.440 0.586 1.584
H 3.149 1.025 -0.162
H 1.366 -0.621 1.609
H 2.087 -1.313 -1.096
H -2.226 2.192 0.952
H -1.259 1.356 2.082
H -2.532 0.566 1.423
```

HOMO energy = -10.466 eV
molar mass = 114.21 u
orbital gap = 5.65 eV
net charge = +1

Computed stability ranking, most favorable first: entry P, entry Q